43
Properties=species:S:1:pos:R:3 method="wB97M-V/def2-TZVPD" relative_energy_kcal_mol=0.0 largest_force_ha_per_bohr=0.022 mol_weight_da=358.30 e_tot_ev=-36209.7793 smiles="O=[N+]([O-])c1cc2c(cc1[N+](=O)[O-])OCCOCCOCCOCCO2"
O -5.565 0.633 -0.767
N -4.911 1.641 -0.636
O -5.340 2.737 -0.369
C -3.472 1.502 -0.727
C -2.910 0.345 -0.192
C -1.535 0.202 -0.120
C -0.695 1.265 -0.570
C -1.269 2.398 -1.121
C -2.654 2.516 -1.211
N -3.175 3.660 -1.929
O -2.570 4.699 -1.812
O -4.130 3.470 -2.643
H -0.666 3.203 -1.511
O 0.612 1.032 -0.423
C 1.566 2.033 -0.731
C 2.931 1.533 -0.231
H 3.584 2.390 -0.055
O 3.620 0.736 -1.162
C 3.134 -0.577 -1.334
H 3.695 -0.965 -2.186
C 3.348 -1.485 -0.115
O 2.190 -1.437 0.686
C 2.262 -2.203 1.866
C 0.924 -2.081 2.607
O 0.008 -3.113 2.310
C -0.514 -3.118 1.005
C -1.567 -2.027 0.752
H -2.243 -2.350 -0.048
H -2.145 -1.848 1.667
O -0.874 -0.855 0.362
H -0.981 -4.098 0.891
H 0.280 -2.995 0.259
H 0.502 -1.097 2.373
H 1.087 -2.165 3.683
H 3.077 -1.831 2.506
H 2.466 -3.260 1.635
H 4.230 -1.148 0.451
H 3.531 -2.518 -0.448
H 2.063 -0.577 -1.565
H 2.765 0.993 0.708
H 1.609 2.209 -1.813
H 1.309 2.969 -0.221
H -3.577 -0.417 0.178